[1]
{
  "formula": "C5H12N2O",
  "method": "ωB97M-V/def2-TZVPD",
  "homo_energy_ev": -6.884,
  "spin_multiplicity": 1,
  "total_charge": 0,
  "relative_energy_kcal_mol": 63.1,
  "homo_lumo_gap_ha": 0.283,
  "symbols": ["C", "C", "C", "C", "C", "N", "N", "O", "H", "H", "H", "H", "H", "H", "H", "H", "H", "H", "H", "H"],
  "xyz": [[-1.2227, 0.0983, 0.7540], [-1.8039, 1.4534, 0.3727], [2.0798, 0.0095, -1.0957], [-0.1838, -0.4559, -0.1744], [1.0986, 0.0010, 0.0655], [-0.6142, -1.2878, -1.1895], [1.7795, 0.1068, 1.2991], [-2.3009, -0.8140, 0.9522], [-1.9643, -1.6915, 0.7027], [-0.4279, 0.3435, 1.6127], [-1.5598, -1.1014, -1.5144], [0.0574, -1.5274, -1.9075], [2.6730, -0.3815, 1.3126], [1.2298, -0.1924, 2.0986], [-1.0860, 2.0568, -0.1886], [-2.0574, 2.0099, 1.2803], [-2.7297, 1.3403, -0.2020], [2.8529, 0.7681, -0.9368], [2.5859, -0.9581, -1.1901], [1.5939, 0.2226, -2.0514]],
  "atomic_forces_ev_per_a": [[2.037, -0.223, 0.978], [-0.309, 0.237, 0.010], [-0.062, -0.319, 0.194], [1.055, 1.631, 1.225], [-0.078, -1.936, -2.213], [-0.229, 0.336, -0.721], [-0.245, 0.789, 0.910], [0.532, -0.059, 0.434], [-0.179, 0.322, 0.283], [-2.633, -0.615, -0.488], [0.370, 0.005, -0.276], [-0.243, 0.032, 0.081], [-0.341, 0.107, -0.280], [0.215, 0.066, -0.162], [-0.043, -0.175, 0.072], [-0.052, -0.087, -0.114], [0.208, -0.042, -0.044], [-0.139, -0.064, 0.043], [0.165, -0.003, -0.056], [-0.029, -0.003, 0.124]]
}

---

[2]
{
  "formula": "C5H12N2O",
  "method": "ωB97M-V/def2-TZVPD",
  "homo_energy_ev": -7.804,
  "spin_multiplicity": 1,
  "total_charge": 0,
  "relative_energy_kcal_mol": 188.9,
  "homo_lumo_gap_ha": 0.322,
  "symbols": ["C", "C", "C", "C", "C", "N", "N", "O", "H", "H", "H", "H", "H", "H", "H", "H", "H", "H", "H", "H"],
  "xyz": [[1.4542, -0.6888, -0.1772], [-2.5556, 0.5886, 0.0831], [2.5356, 0.2842, 0.1959], [-1.3090, -0.1608, -0.1405], [-0.6835, -1.1689, -0.5600], [0.1403, 2.1739, 0.7066], [-0.6426, -2.4381, -1.0403], [0.0220, 0.8150, 0.4614], [-0.1967, 2.3826, 1.6434], [-0.3511, 2.7355, 0.0165], [0.2608, -2.8979, -0.9645], [-1.4080, -3.0483, -0.7832], [1.5286, -0.9917, -1.2171], [1.3963, -1.5375, 0.4962], [-2.5625, 1.5265, -0.4822], [-3.4151, -0.0039, -0.2390], [-2.6965, 0.8447, 1.1385], [2.4740, 0.5905, 1.2403], [3.5116, -0.1934, 0.0359], [2.4973, 1.1879, -0.4135]],
  "atomic_forces_ev_per_a": [[-0.759, -1.192, -0.498], [-0.153, 0.043, 0.014], [-0.280, 0.397, 0.118], [0.432, 1.512, 0.713], [1.831, 0.119, 0.513], [-0.364, -0.114, 0.251], [-0.208, -0.123, -0.163], [-0.525, -0.409, -0.582], [-0.161, 0.066, -0.137], [0.010, -0.136, -0.023], [-0.109, 0.151, -0.001], [0.147, 0.070, -0.026], [0.109, -0.132, -0.012], [0.082, -0.075, -0.018], [-0.026, -0.082, 0.009], [0.046, 0.060, -0.011], [0.048, -0.070, -0.071], [0.002, -0.018, -0.057], [-0.147, -0.041, -0.048], [0.025, -0.024, 0.027]]
}

---

[3]
{
  "formula": "C5H12N2O",
  "method": "ωB97M-V/def2-TZVPD",
  "homo_energy_ev": -8.700,
  "spin_multiplicity": 1,
  "total_charge": 0,
  "relative_energy_kcal_mol": 159.5,
  "homo_lumo_gap_ha": 0.332,
  "symbols": ["O", "C", "N", "C", "C", "C", "C", "N", "H", "H", "H", "H", "H", "H", "H", "H", "H", "H", "H", "H"],
  "xyz": [[-0.0130, 1.5426, -1.4693], [-0.1872, 0.7650, -0.5655], [0.8851, 0.2922, 0.2585], [1.4329, 1.3346, 1.0873], [1.8173, -0.5639, -0.4718], [-1.5692, 0.5347, -0.0203], [-1.2328, -1.4992, -0.9589], [-1.6722, 0.4378, 1.3246], [2.1198, 2.0491, 0.6105], [0.6472, 1.9270, 1.5548], [2.0111, 0.8965, 1.9060], [2.4805, -0.0160, -1.1567], [1.1833, -1.1013, -1.1724], [2.3718, -1.1976, 0.2144], [-1.3033, -0.5184, 0.7478], [-0.9077, -2.0273, -0.0536], [-2.3106, -1.7057, -0.9119], [-0.8947, -1.9615, -1.8803], [-2.4944, -0.1005, 1.6121], [-2.3637, 0.9119, -0.6555]],
  "atomic_forces_ev_per_a": [[-0.016, -0.289, -0.884], [-0.061, 1.726, 1.006], [-0.406, -0.842, -0.240], [0.627, 0.414, 0.689], [-0.480, 0.870, -0.683], [0.563, 0.998, -4.178], [-2.197, 0.360, 1.791], [0.416, -3.815, 0.263], [-0.170, -0.167, -0.471], [-0.170, -0.146, -0.073], [-0.108, -0.182, -0.023], [0.297, 0.190, 0.453], [0.246, -0.709, 0.255], [0.013, -0.125, -0.102], [0.967, -0.116, 2.949], [0.713, -0.009, -0.198], [-0.068, 0.232, -0.308], [0.611, 0.652, -0.153], [-0.734, 1.092, 0.074], [-0.041, -0.134, -0.166]]
}

---

[4]
{
  "formula": "C5H12N2O",
  "method": "ωB97M-V/def2-TZVPD",
  "homo_energy_ev": -9.796,
  "spin_multiplicity": 1,
  "total_charge": 0,
  "relative_energy_kcal_mol": 32.1,
  "homo_lumo_gap_ha": 0.390,
  "symbols": ["C", "C", "N", "O", "H", "H", "H", "H", "H", "C", "C", "C", "N", "H", "H", "H", "H", "H", "H", "H"],
  "xyz": [[-0.5303, 1.7918, -1.8784], [-0.6050, 2.6508, -0.6375], [0.2755, 2.3208, 0.3653], [-1.4413, 3.5149, -0.4937], [0.4284, 1.2812, -1.9456], [-0.7245, 2.3862, -2.7648], [-1.3223, 1.0478, -1.7947], [0.2608, 2.9621, 1.1442], [1.1799, 1.9416, 0.1408], [1.5365, -1.4152, 0.1544], [0.0144, -1.4264, 0.1870], [-1.0218, -2.5467, 1.9342], [-0.4587, -1.4888, 1.5681], [1.8930, -1.1201, -0.8362], [1.9236, -0.7252, 0.9021], [1.9275, -2.4121, 0.3682], [-0.3914, -2.2442, -0.4187], [-0.3432, -0.4795, -0.2069], [-1.1949, -3.3985, 1.2644], [-1.4063, -2.6405, 2.9480]],
  "atomic_forces_ev_per_a": [[0.066, -0.016, 0.246], [0.029, -0.040, -0.032], [0.027, 0.315, 0.006], [-0.082, 0.025, 0.021], [0.000, -0.069, -0.171], [0.049, 0.088, -0.014], [0.007, -0.072, -0.053], [0.006, -0.057, 0.033], [-0.102, -0.162, -0.071], [-0.065, -0.227, -0.160], [0.034, 0.215, 0.399], [-0.393, -0.315, 0.087], [0.312, 0.128, -0.220], [0.019, -0.012, 0.080], [0.022, 0.050, 0.001], [0.054, 0.076, 0.055], [0.010, -0.031, -0.056], [-0.144, 0.061, -0.134], [0.038, 0.000, -0.037], [0.113, 0.043, 0.020]]
}

---

[5]
{
  "formula": "C5H12N2O",
  "method": "ωB97M-V/def2-TZVPD",
  "s_squared": 0.75,
  "homo_energy_ev": [-13.338, -13.321],
  "spin_multiplicity": 2,
  "total_charge": 1,
  "relative_energy_kcal_mol": 8.9,
  "homo_lumo_gap_ha": [0.371, 0.176],
  "symbols": ["C", "C", "C", "C", "C", "N", "O", "N", "H", "H", "H", "H", "H", "H", "H", "H", "H", "H", "H", "H"],
  "xyz": [[-0.6477, -0.9743, -2.1470], [-0.3976, -1.5120, -0.6977], [0.6022, -0.6530, 0.0554], [-0.0729, 0.1697, 1.2056], [0.0780, 1.6474, 0.9104], [0.4287, 2.4463, 1.9450], [-0.1276, 2.0681, -0.2115], [0.0828, -2.8552, -0.8932], [0.2882, -0.9078, -2.7141], [-1.3035, -1.6184, -2.7395], [-1.0518, 0.0324, -2.0421], [-1.3839, -1.5798, -0.2547], [0.9978, 0.1010, -0.6130], [1.4152, -1.1940, 0.5476], [0.2590, -0.1089, 2.2037], [-1.1453, 0.0073, 1.1146], [0.4167, 2.0501, 2.8658], [0.3885, 3.4435, 1.7878], [1.1001, -2.9177, -0.9747], [-0.2691, -3.3691, -1.7105]],
  "atomic_forces_ev_per_a": [[0.291, -0.219, -1.063], [0.763, -0.776, 0.097], [-0.454, 0.740, 1.629], [-0.104, -0.152, -0.780], [0.045, 0.577, 0.213], [-0.236, -0.442, -0.397], [0.063, -0.137, -0.259], [0.813, 0.999, -2.044], [-0.013, 0.065, 0.354], [-0.244, 0.182, 0.319], [-0.103, 0.001, 0.179], [-0.385, 0.051, 0.271], [0.284, -0.140, -0.357], [-0.049, -0.343, -0.547], [0.006, -0.121, -0.084], [-0.186, -0.009, 0.430], [0.119, 0.360, 0.234], [0.041, -0.109, 0.246], [0.161, -0.198, 0.840], [-0.815, -0.330, 0.719]]
}

---

[6]
{
  "formula": "C5H12N2O2",
  "method": "ωB97M-V/def2-TZVPD",
  "homo_energy_ev": -9.591,
  "spin_multiplicity": 1,
  "total_charge": 0,
  "relative_energy_kcal_mol": 25.2,
  "homo_lumo_gap_ha": 0.384,
  "symbols": ["C", "C", "C", "C", "O", "H", "H", "H", "H", "H", "H", "H", "H", "C", "N", "N", "O", "H", "H", "H", "H"],
  "xyz": [[1.7988, 0.8065, -0.1025], [1.5566, 1.7235, 2.2630], [1.1105, 0.1038, -1.2651], [0.8860, 1.0838, 1.0703], [-0.2854, 0.7806, 1.0867], [2.6399, 0.2092, 0.2610], [2.2185, 1.7659, -0.4229], [2.2380, 1.0034, 2.7182], [0.8133, 2.0295, 2.9940], [2.1530, 2.5832, 1.9587], [1.7865, 0.0262, -2.1142], [0.2277, 0.6573, -1.5796], [0.8215, -0.9058, -0.9818], [-1.7411, -1.8005, -0.8394], [-2.6474, -1.7055, -1.8528], [-2.3343, -1.0324, 0.2060], [-0.8707, -2.6285, -0.6957], [-2.6250, -2.4308, -2.5527], [-3.4210, -1.1404, -1.3099], [-1.8664, -1.0928, 1.1008], [-2.4592, -0.0363, 0.0579]],
  "atomic_forces_ev_per_a": [[-0.292, -0.042, -0.359], [-0.141, 0.084, 0.026], [0.197, -0.011, 0.141], [0.279, -0.128, 0.252], [0.133, 0.208, -0.094], [0.037, 0.085, 0.074], [0.057, -0.001, 0.083], [0.016, -0.034, 0.012], [-0.014, -0.019, 0.029], [0.031, 0.016, -0.023], [0.046, 0.037, -0.061], [-0.080, -0.045, -0.014], [-0.131, 0.029, -0.020], [-1.831, -0.988, 1.288], [-0.562, 2.074, 1.224], [1.046, 0.488, 1.370], [0.489, 0.544, -0.205], [-0.682, 0.344, -0.047], [0.914, -2.258, -3.008], [0.314, -0.245, -0.226], [0.175, -0.139, -0.441]]
}